(1)
One molecule with the formula C12H14FNO2, computed with ωB97M-V/def2-TZVPD.

total energy: -770.78957 Ha
LUMO: 0.612 eV
molecular weight: 223.2 g mol⁻¹
gap between HOMO and LUMO: 9.1 eV
ΔE to the lowest compared entry with this formula, charge and spin: 0.000 eV

Geometry as ORCA input:
```
! wB97M-V def2-TZVPD RIJCOSX def2/J DEFGRID3
* xyz 0 1
O 1.75181 1.82121 -2.94941
C 1.08778 0.87381 -2.62504
O 0.59596 0.01093 -3.52475
H 0.85881 0.27731 -4.42023
C 0.71531 0.49598 -1.20480
C 1.35462 1.45608 -0.19271
N 1.51921 0.62484 0.98135
H 2.10589 1.05688 1.68594
C 2.06609 -0.62978 0.49846
H 1.86566 -1.41825 1.22656
C 1.34162 -0.87074 -0.83456
H 0.56906 -1.62665 -0.72950
H 2.04004 -1.20346 -1.60189
H 3.15422 -0.57972 0.32891
H 0.72576 2.31756 0.02950
H 2.30795 1.82406 -0.60736
C -0.83100 0.47811 -1.11538
C -1.34360 -0.01166 0.20839
C -1.71564 -1.34198 0.36634
C -2.16190 -1.82202 1.58472
C -2.24069 -0.94772 2.65097
C -1.90645 0.38713 2.52108
C -1.46265 0.84592 1.29547
H -1.21203 1.88886 1.18740
H -1.99651 1.04699 3.36934
F -2.67215 -1.40624 3.84725
H -2.44845 -2.85419 1.71217
H -1.67440 -2.01689 -0.47688
H -1.20320 -0.16928 -1.91155
H -1.19111 1.49293 -1.29978
*
```

---

(2)
A 2-piece molecular cluster, C4H13NO3 overall, computed with ωB97M-V/def2-TZVPD.

total energy: -440.64380 Ha
LUMO: 0.662 eV
molecular weight: 123.2 g mol⁻¹
gap between HOMO and LUMO: 10.0 eV
ΔE to the lowest compared entry with this formula, charge and spin: 1.943 eV

Geometry as ORCA input:
```
! wB97M-V def2-TZVPD RIJCOSX def2/J DEFGRID3
* xyz 0 1
C -1.64478 0.24869 1.33606
O -0.99181 -0.04863 2.59271
C -0.50320 0.04987 0.30571
C -0.89309 0.53095 -1.11124
C 0.27842 0.26570 -2.17503
O 1.39340 -0.36467 -1.63177
N -0.09883 -1.37635 0.28210
H -2.47914 -0.42939 1.26677
H -2.01135 1.28829 1.38381
H -1.34431 0.49500 3.29822
H 0.28585 0.67312 0.73387
H -1.07302 1.61122 -1.18757
H -1.75826 -0.08616 -1.37921
H 0.64052 1.17554 -2.63124
H -0.14682 -0.37636 -2.98791
H 1.24304 -1.24636 -1.30213
H -0.88517 -1.91585 -0.04775
H 0.27247 -1.54969 1.20503
H 2.80766 0.13613 0.08396
H 3.30604 0.76904 1.32381
O 3.60238 0.14990 0.64182
*
```

---

(3)
A 3-piece molecular cluster, C16H47BN7O2P2 overall, computed with ωB97M-V/def2-TZVPD.

total energy: -1879.10627 Ha
LUMO: 2.443 eV
molecular weight: 442.4 g mol⁻¹
gap between HOMO and LUMO: 5.6 eV

Geometry as ORCA input:
```
! wB97M-V def2-TZVPD RIJCOSX def2/J DEFGRID3
* xyz -1 1
C 3.62392 0.32581 -1.16326
C 2.59573 1.02215 -1.65933
B 1.47324 1.68458 -0.64826
N 0.81786 0.54669 0.22923
C -0.59373 0.27982 -0.04091
C -0.88422 0.06267 -1.52016
H 4.07893 -0.51050 -1.69119
H 4.00219 0.61832 -0.18719
H 2.54166 1.14510 -2.74732
H 2.11223 2.42657 0.12452
H 0.64861 2.35629 -1.27887
H 0.84126 0.92001 1.17116
H -1.26260 1.03695 0.40489
H -0.85660 -0.65994 0.47688
H -0.05840 -0.45078 -2.01346
H -0.98809 1.02536 -2.02520
H -1.84430 -0.44800 -1.64887
O 0.02380 2.30602 3.38193
P 0.68266 3.12436 4.41492
N 0.40886 2.26809 5.87125
C -0.39993 2.60055 7.01356
C 1.00345 0.94278 5.91624
N -0.20341 4.59413 4.25373
C -0.77433 5.33043 5.35701
C -1.06630 4.69706 3.07896
N 2.09150 3.88439 4.88874
C 2.67151 3.85839 6.21494
C 2.62099 4.92859 4.01869
H 0.20205 2.64302 7.93586
H -1.19230 1.85858 7.17001
H -0.88203 3.56660 6.92307
H 2.09449 0.98254 6.05042
H 0.80161 0.38826 4.99654
H 0.59097 0.36712 6.74511
H -1.72012 4.89413 5.70714
H -0.98923 6.35744 5.04465
H -0.07888 5.41101 6.19631
H -2.01719 4.16422 3.20335
H -0.57670 4.29929 2.19526
H -1.28460 5.75179 2.88697
H 2.12163 4.49710 6.91573
H 3.70052 4.22079 6.17021
H 2.72733 2.85262 6.62442
H 2.24907 5.91624 4.31091
H 2.33870 4.75173 2.98233
H 3.71254 4.94272 4.05660
O -0.34904 -2.63512 -6.36750
P -0.62027 -3.55028 -5.23369
N -1.20927 -4.96750 -6.00146
C -2.52289 -5.55517 -5.98556
C -0.26802 -5.61988 -6.89127
N -1.78099 -2.64392 -4.35722
C -3.03371 -3.18292 -3.87860
C -1.94912 -1.24510 -4.72995
N -0.00503 -4.29533 -3.87905
C -0.15716 -5.69116 -3.52381
C 0.44301 -3.43694 -2.77707
H -2.49999 -6.58435 -5.59274
H -2.95442 -5.59546 -6.99346
H -3.22063 -5.00920 -5.36188
H 0.52250 -6.15267 -6.34158
H 0.21658 -4.89663 -7.55244
H -0.77847 -6.34955 -7.52063
H -3.79486 -3.23478 -4.66971
H -3.43056 -2.54097 -3.08708
H -2.90747 -4.17101 -3.42913
H -2.56646 -1.09992 -5.62681
H -0.98629 -0.77827 -4.91108
H -2.41129 -0.70474 -3.90250
H -1.16523 -5.90971 -3.15461
H 0.55054 -5.94451 -2.73261
H 0.06821 -6.36014 -4.35138
H -0.35814 -3.26960 -2.05310
H 0.77324 -2.46658 -3.14132
H 1.29091 -3.88966 -2.26032
*
```

---

(4)
One molecule with the formula C6H11N, computed with ωB97M-V/def2-TZVPD.

total energy: -289.96622 Ha
LUMO: 0.934 eV
molecular weight: 97.2 g mol⁻¹
gap between HOMO and LUMO: 12.2 eV
ΔE to the lowest compared entry with this formula, charge and spin: 0.149 eV

Geometry as ORCA input:
```
! wB97M-V def2-TZVPD RIJCOSX def2/J DEFGRID3
* xyz 0 1
C -2.46258 -0.22552 -0.92865
C -1.36170 0.17119 0.04010
C 0.05011 -0.12006 -0.48508
C 1.07035 -0.17857 0.66560
C 2.52921 -0.28958 0.21581
C 0.84835 1.05096 1.44539
N 0.55944 2.06278 1.92780
H -3.44790 -0.05895 -0.48184
H -2.40093 0.36877 -1.84639
H -2.38549 -1.28427 -1.20006
H -1.43952 1.24088 0.26295
H -1.50832 -0.33943 1.00276
H 0.08556 -1.06877 -1.03706
H 0.35668 0.66749 -1.18600
H 0.82265 -1.04163 1.29916
H 2.67497 -1.19821 -0.37743
H 2.80809 0.57387 -0.39568
H 3.20104 -0.33095 1.07862
*
```

---

(5)
C23H22BeBr2N4O2SSi as an isolated structure, computed with ωB97M-V/def2-TZVPD.

total energy: -7109.60455 Ha
LUMO: -0.466 eV
molecular weight: 615.4 g mol⁻¹
gap between HOMO and LUMO: 6.5 eV

Geometry as ORCA input:
```
! wB97M-V def2-TZVPD RIJCOSX def2/J DEFGRID3
* xyz 0 1
Be -6.93409 -13.20470 6.08740
Br -6.93612 -11.02372 5.88209
C -5.69875 -9.90070 7.04207
Br -4.42145 -10.95020 8.08588
H -6.29967 -9.40717 7.75583
H -5.13503 -9.28567 6.33567
N -4.72614 -17.43292 12.26875
C -5.51402 -16.56999 11.59411
C -6.64807 -17.04023 10.81769
C -7.40247 -16.17536 10.02244
C -7.09518 -14.82049 10.05458
C -6.08746 -14.29251 10.85586
C -5.25970 -15.17830 11.56109
S -7.98399 -13.67118 9.00801
O -9.37170 -14.01595 9.05146
O -7.54293 -12.33136 9.32404
N -7.40604 -14.00687 7.47999
C -8.14714 -14.77348 6.63859
N -8.84570 -15.84564 6.90456
C -9.36474 -16.51675 5.82205
C -9.23456 -16.03022 4.52316
C -8.53555 -14.83797 4.30943
N -7.91572 -14.25923 5.32883
H -4.83833 -18.42431 12.15060
H -3.78202 -17.11432 12.49518
H -6.97221 -18.06838 10.96033
H -8.11411 -16.59701 9.24245
H -5.97782 -13.24037 10.86109
H -4.35759 -14.80455 11.97082
H -10.02117 -17.36136 6.10985
H -9.67714 -16.61659 3.69734
H -8.41354 -14.41192 3.33421
C -5.04217 -14.51432 0.41417
C -5.68262 -13.39088 0.86155
C -5.63338 -13.01631 2.21284
C -5.07150 -13.92679 3.13905
C -4.42999 -15.08470 2.71620
C -4.47413 -15.39020 1.36076
Si -4.86181 -13.55622 4.99465
C -3.43154 -12.24772 5.02818
C -3.40841 -10.97954 4.33744
C -2.29004 -10.16515 4.51142
C -1.14424 -10.66091 5.12200
C -1.16296 -11.88853 5.70545
C -2.30564 -12.67331 5.71161
H -4.98966 -14.77577 -0.65424
H -6.29221 -12.79906 0.16906
H -6.03154 -12.09534 2.54683
H -3.90034 -15.74337 3.38150
H -4.06304 -16.33097 1.00816
H -4.32264 -14.81226 5.57439
H -4.21886 -10.59187 3.69911
H -2.33650 -9.16314 4.13327
H -0.23286 -10.05405 5.16225
H -0.28979 -12.34619 6.15669
H -2.28832 -13.64285 6.20440
*
```

---

(6)
C10H22O3S as an isolated structure, computed with ωB97M-V/def2-TZVPD.

total energy: -1017.91344 Ha
LUMO: 0.531 eV
molecular weight: 222.3 g mol⁻¹
gap between HOMO and LUMO: 10.6 eV
ΔE to the lowest compared entry with this formula, charge and spin: 5.395 eV

Geometry as ORCA input:
```
! wB97M-V def2-TZVPD RIJCOSX def2/J DEFGRID3
* xyz 0 1
C 3.08394 -1.32529 -0.69614
C 3.27878 -1.61923 0.82562
C 1.97180 -1.96635 1.61547
C 0.97309 -0.85826 2.03025
C 0.84620 0.26593 0.86670
C -0.21655 1.28780 1.29077
C -1.75406 0.97563 1.58226
C -2.93360 1.00610 0.59089
C -2.64019 -0.09353 -0.48082
C -0.72692 0.79880 -3.67428
H 4.16202 -1.45040 -1.18434
H 2.54292 -0.42567 -1.10988
H 2.26280 -2.26823 -1.05398
H 3.87857 -0.83216 1.46584
H 3.90127 -2.53535 1.07612
H 2.25309 -2.47700 2.57728
H 1.31033 -2.60018 1.23785
H 1.45428 -0.33806 3.17541
H -0.02542 -1.30728 2.40070
H 0.75001 -0.16636 -0.39529
H 1.93100 1.06976 0.90301
H 0.04531 1.83689 2.19473
H -0.30310 1.94577 0.45899
H -1.85891 -0.02842 1.99158
H -1.94997 1.60310 2.51120
H -2.92668 2.03710 0.02790
H -3.85395 0.79468 1.10847
H -2.48899 -1.03642 0.09199
H -3.61723 -0.26007 -1.10480
H 0.28557 0.84008 -3.29808
H -0.99417 -0.19262 -3.90031
H -0.98004 1.47304 -4.54673
O -1.59256 0.23959 -1.35591
O -1.09028 2.67542 -1.89455
O -3.20832 1.47477 -2.86966
S -1.77005 1.45641 -2.45824
*
```

---

(7)
A 2-piece molecular cluster, C6H14NO overall, computed with ωB97M-V/def2-TZVPD.

total energy: -366.69543 Ha
LUMO: -3.393 eV
molecular weight: 116.2 g mol⁻¹
gap between HOMO and LUMO: 9.2 eV
ΔE to the lowest compared entry with this formula, charge and spin: 1.954 eV

Geometry as ORCA input:
```
! wB97M-V def2-TZVPD RIJCOSX def2/J DEFGRID3
* xyz 1 1
C 1.98685 -0.10889 -0.27712
C 0.61298 0.02449 -1.01447
C -0.51722 -0.82725 -0.44036
C -0.45721 -2.05257 0.10078
C -2.74646 -0.65782 -1.44377
C -1.85439 -0.21573 -0.55757
N 2.30632 1.12958 0.49961
H 2.79252 -0.40970 -0.95648
H 1.83838 -0.92613 0.49635
H 0.95554 -0.04113 -2.13396
H 0.19685 1.06481 -1.10690
H 0.48377 -2.60687 0.14835
H -1.38605 -2.58336 0.34371
H -2.78627 -1.64102 -1.89890
H -3.70942 -0.21529 -1.72323
H -2.04066 0.75493 -0.11518
H 2.53164 2.00018 0.03075
H 2.91871 1.00955 1.32654
H 1.37150 1.36263 0.90003
H 0.24221 1.99573 3.07560
H -0.85297 1.19237 2.27482
O -0.08151 1.76656 2.19677
*
```

---

(8)
C19H26N3OOs as an isolated structure, computed with ωB97M-V/def2-TZVPD.

total energy: -1069.36401 Ha
LUMO (alpha / beta): -1.884 / -5.331 eV
molecular weight: 502.7 g mol⁻¹
gap between HOMO and LUMO (alpha / beta): 5.9 / 6.5 eV

Geometry as ORCA input:
```
! wB97M-V def2-TZVPD RIJCOSX def2/J DEFGRID3
* xyz 1 5
C -0.44514 0.78736 -4.61885
C 0.13422 2.13415 -4.49259
C 0.37906 -0.30600 -5.14716
C -1.90798 0.64454 -4.57492
H 0.40535 -0.29419 -6.25178
H -0.00801 -1.29512 -4.86229
H 1.42398 -0.22767 -4.81336
H 0.11688 2.66699 -5.46062
H 1.18378 2.10678 -4.16894
H -0.43735 2.75327 -3.78550
H -2.36558 0.84598 -5.56001
H -2.35816 1.36243 -3.87407
H -2.21698 -0.37010 -4.29110
C 1.98086 -0.17962 0.73348
C 2.22850 -0.90106 -0.46398
C 1.90983 -0.05600 -1.56200
H 2.56288 -1.93206 -0.52965
C 1.46626 1.19158 -1.04101
C 1.50537 1.11356 0.37331
H 1.15149 1.86872 1.06631
H 2.03928 -0.56803 1.74526
H 1.94886 -0.32896 -2.61235
H 1.09137 2.03186 -1.61892
C -1.91219 -0.84659 0.13257
C -1.09170 -1.94142 0.50006
C -0.47201 -2.44449 -0.67318
H -0.93236 -2.27234 1.51903
C -0.91740 -1.66008 -1.77331
C -1.81522 -0.67312 -1.27019
H -2.28326 0.11978 -1.84438
H -2.45436 -0.21712 0.82291
H 0.26114 -3.24637 -0.71706
H -0.60280 -1.75957 -2.80709
Os 0.15435 -0.41737 -0.38043
C -2.80359 0.27594 5.57317
N -1.49095 0.70801 5.11514
C -0.83419 1.66134 5.81328
C 0.40182 2.06471 5.41339
C 0.96598 1.41347 4.28032
N 0.33697 0.47219 3.59103
C -0.91309 0.07492 3.98788
O -1.55521 -0.80699 3.40016
N 2.20151 1.77524 3.85506
H -3.27794 -0.31953 4.79267
H -3.41811 1.15283 5.80627
H -2.71868 -0.32584 6.48782
H -1.36103 2.06590 6.67850
H 0.95404 2.83674 5.93113
H 2.78454 2.39967 4.39286
H 2.63429 1.26374 3.09462
*
```